Entry 1:
This record from the OMol25 dataset describes an isolated molecule of C4H7NO. The level of theory is ωB97M-V/def2-TZVPD.

```
13
Properties=species:S:1:pos:R:3:mulliken_charge:R:1
N 1.73 -0.28 1.76 -0.4784
C 1.48 0.29 0.78 0.3404
C 0.98 0.89 -0.45 -0.3924
C -0.31 0.15 -0.90 -0.4185
C -0.95 -0.83 0.09 -0.7401
O -1.41 -0.20 1.27 -0.5534
H 0.80 1.96 -0.26 0.2488
H 1.76 0.85 -1.21 0.2758
H -1.07 0.90 -1.14 0.2905
H -0.10 -0.41 -1.82 0.3114
H -1.83 -1.23 -0.43 0.3721
H -0.29 -1.68 0.31 0.3878
H -0.81 -0.43 1.99 0.3561
```

Values from the calculation:
Energy relative to the best compared isomer or geometry (same formula, charge and spin) = 27.0 kcal per mole
Net charge = 0
LUMO energy = 0.9 eV
Orbital gap = 11.33 eV
HOMO energy = -10.5 eV
Spin multiplicity = 1
SMILES = N#CCCCO

***

Entry 2:
This record from the OMol25 dataset describes a structure of composition C15H38O6Si2. The level of theory is ωB97M-V/def2-TZVPD.

```
61
Properties=species:S:1:pos:R:3:mulliken_charge:R:1
C 1.96 3.42 0.37 0.8786
C 0.96 3.56 -0.27 -1.2714
Si -0.64 3.70 -1.16 0.2724
C -1.23 1.99 -1.72 -0.8323
O -0.08 1.39 -2.35 -0.2125
O 0.27 0.19 -1.69 -0.3173
O -1.71 4.51 -0.16 -0.2145
Si -3.23 3.85 0.08 0.5318
H 2.83 3.15 0.86 0.4689
H -0.46 4.52 -2.37 -0.1562
H -1.55 1.32 -0.93 0.5517
H -1.99 2.10 -2.47 0.3965
H 0.45 0.38 -0.76 0.2388
H -4.08 4.94 0.60 -0.1810
H -3.12 2.82 1.13 -0.1138
H -3.80 3.21 -1.12 -0.1417
C -1.06 -2.60 -1.92 -0.9426
C -1.49 -3.25 -0.61 -0.0513
O -2.89 -3.42 -0.48 -0.4135
C -3.51 -4.23 -1.46 -0.3241
C -2.98 -5.66 -1.50 -1.0454
H -1.54 -1.64 -2.04 0.2577
H 0.02 -2.46 -1.93 0.3289
H -1.32 -3.22 -2.78 0.3346
H -1.20 -2.60 0.22 0.0028
H -0.97 -4.20 -0.46 0.2658
H -3.44 -3.76 -2.45 0.2979
H -4.57 -4.25 -1.20 0.3441
H -1.93 -5.70 -1.77 0.2749
H -3.53 -6.24 -2.24 0.3896
H -3.10 -6.13 -0.53 0.2885
C 6.00 2.01 -2.39 -1.0685
C 5.55 1.35 -1.10 -0.3450
O 4.15 1.17 -1.01 -0.3361
C 3.56 0.35 -2.00 0.2791
C 4.10 -1.07 -2.03 -1.2160
H 5.51 2.97 -2.52 0.2950
H 7.08 2.16 -2.38 0.4043
H 5.76 1.39 -3.27 0.2617
H 5.82 2.00 -0.26 0.3474
H 6.08 0.40 -0.94 0.2981
H 3.65 0.82 -2.99 0.2511
H 2.50 0.32 -1.77 -0.1467
H 5.17 -1.10 -2.27 0.3715
H 3.58 -1.66 -2.78 0.3834
H 3.97 -1.55 -1.06 0.3002
C -0.52 -1.17 3.83 -0.8402
C -0.40 0.33 3.56 -0.3492
O -1.57 0.91 3.02 -0.3066
C -2.74 0.81 3.81 -0.3057
C -2.62 1.47 5.17 -1.1383
H -0.78 -1.70 2.91 0.0681
H 0.43 -1.56 4.20 0.4045
H -1.29 -1.39 4.57 0.2749
H 0.38 0.50 2.83 0.3205
H -0.10 0.86 4.47 0.3060
H -3.05 -0.24 3.91 0.3098
H -3.53 1.31 3.24 0.2960
H -1.85 1.00 5.79 0.2662
H -3.57 1.40 5.71 0.4056
H -2.36 2.52 5.06 0.3032
```

Values from the calculation:
Net charge = 0
LUMO energy = 0.6 eV
Orbital gap = 10.23 eV
HOMO energy = -9.6 eV
Spin multiplicity = 1

***

Entry 3:
This record from the OMol25 dataset describes an isolated molecule of C3H3NO. The level of theory is ωB97M-V/def2-TZVPD.

```
8
Properties=species:S:1:pos:R:3:mulliken_charge:R:1
C -0.92 -0.22 0.12 -0.8680
C 0.28 0.59 -0.24 0.5490
O 0.23 1.65 -0.82 -0.4688
C 1.55 -0.08 0.08 0.2101
N 2.47 -0.68 0.46 -0.3022
H -1.68 0.40 0.61 0.2940
H -1.21 -0.53 -0.89 0.2584
H -0.72 -1.12 0.70 0.3275
```

Values from the calculation:
Energy relative to the best compared isomer or geometry (same formula, charge and spin) = 8.2 kcal per mole
Net charge = 0
LUMO energy = -0.4 eV
Orbital gap = 10.87 eV
HOMO energy = -11.3 eV
Spin multiplicity = 1
SMILES = CC(=O)C#N

***

Entry 4:
This record from the OMol25 dataset describes a structure of composition C28H30Cl2N4O4Tl. The level of theory is ωB97M-V/def2-TZVPD.

```
69
Properties=species:S:1:pos:R:3:mulliken_charge:R:1
C -1.49 -4.65 1.46 -0.6192
C -1.88 -5.31 0.00 -0.3456
O -2.66 -4.31 -0.79 -0.3613
C -1.82 -3.71 -1.85 0.2824
C -2.86 -2.98 -2.93 -0.6041
O -2.04 -2.07 -3.75 -0.2624
C -2.44 -0.66 -3.54 0.2841
C -3.89 -0.11 -4.14 -0.1334
C -4.36 1.47 -3.95 -0.4491
C -3.37 2.56 -3.16 -0.4157
C -1.91 2.03 -2.56 0.0779
C -1.47 0.43 -2.77 0.2533
C 0.04 0.06 -2.15 0.3667
O 0.77 -0.78 -2.89 -0.4214
C 0.54 0.78 -0.74 0.3850
C 1.41 -0.02 0.44 0.2088
C 1.85 -1.60 0.29 0.1447
C 3.17 -1.87 -0.64 0.2167
N 2.83 -2.80 -1.83 -0.6509
N 4.30 -2.62 0.10 -0.4031
N 3.81 -0.63 -1.21 -0.6785
C 1.77 0.88 1.80 0.1720
C 2.58 0.27 3.11 -0.3262
Cl 4.18 -0.57 2.68 -0.1125
C 1.58 -0.67 4.06 -0.0291
C 0.06 -0.82 3.45 -0.5311
Cl 1.37 0.20 5.72 -0.1357
C 1.29 2.48 1.95 -0.6371
C 0.44 3.23 0.77 0.0306
C -0.03 4.82 1.05 -0.1457
C -1.23 4.97 2.13 -0.2085
C -1.70 6.54 2.47 -0.3431
C -0.79 7.62 1.59 -0.1989
C 0.36 7.25 0.51 -0.0728
N 0.72 5.83 0.25 -0.3137
C 0.06 2.37 -0.57 0.3611
C -0.85 3.07 -1.79 0.3318
O -0.79 4.36 -2.13 -0.4442
H -0.50 -5.10 1.90 0.2731
H -1.42 -3.48 1.30 0.0447
H -2.41 -4.84 2.19 0.3165
H -2.57 -6.28 0.09 0.3219
H -0.91 -5.66 -0.56 0.2466
H -1.20 -4.51 -2.44 0.3061
H -1.09 -2.89 -1.41 -0.2655
H -3.77 -2.46 -2.40 0.3589
H -3.26 -3.82 -3.68 0.3004
H -4.63 -0.82 -4.74 0.4126
H -5.41 1.81 -4.38 0.3661
H -3.74 3.69 -3.06 0.4074
H 0.94 -2.21 -0.15 -0.4250
H 2.06 -2.07 1.37 0.3101
H 2.69 -3.76 -1.44 0.3454
H 3.72 -2.76 -2.41 0.3438
H 5.10 -1.98 0.29 0.2783
H 4.68 -3.36 -0.54 0.2811
H 3.16 -0.13 -1.86 0.2660
H 4.09 -0.04 -0.40 0.2968
H 2.87 1.19 3.82 0.5862
H 2.08 -1.70 4.31 0.3487
H 0.02 -1.41 2.42 -0.1504
H -0.50 0.21 3.28 0.2351
H -0.58 -1.44 4.22 0.4298
H 1.56 3.09 2.92 0.3582
H -1.77 4.05 2.67 0.3524
H -2.54 6.83 3.23 0.3779
H -1.00 8.78 1.77 0.3349
H 0.90 8.13 -0.07 0.3735
Tl 5.93 -2.10 3.35 0.6968
```

Values from the calculation:
Energy relative to the best compared isomer or geometry (same formula, charge and spin) = 675.0 kcal per mole
Net charge = +3
LUMO energy = -13.4 eV
Orbital gap = 2.31 eV
HOMO energy = -15.7 eV
Spin multiplicity = 1

***

Entry 5:
This record from the OMol25 dataset describes the ion C3H3N2O3 with charge -1. The level of theory is ωB97M-V/def2-TZVPD.

```
11
Properties=species:S:1:pos:R:3:mulliken_charge:R:1
O -3.03 0.00 0.93 -0.6416
C -2.26 0.17 0.04 0.3718
O -2.39 0.49 -1.17 -0.6830
C -0.73 -0.11 0.29 0.5580
N 0.10 0.74 0.78 -0.4782
C 1.43 0.38 0.34 -0.1908
N 1.27 -0.89 -0.46 -0.2236
O -0.13 -1.25 -0.45 -0.2925
H 2.01 1.16 -0.22 0.2100
H 2.14 0.29 1.25 0.1442
H 1.60 -0.99 -1.34 0.2258
```

Values from the calculation:
Energy relative to the best compared isomer or geometry (same formula, charge and spin) = 67.8 kcal per mole
Net charge = -1
LUMO energy = 3.9 eV
Orbital gap = 8.66 eV
HOMO energy = -4.7 eV
Spin multiplicity = 1
SMILES = O=C([O-])C1=NCNO1

***

Entry 6:
This record from the OMol25 dataset describes a cluster of 2 separate species, C4H11N3 in total. The level of theory is ωB97M-V/def2-TZVPD.

```
18
Properties=species:S:1:pos:R:3:mulliken_charge:R:1
C 0.35 2.05 -1.18 -0.3479
C 0.57 1.24 -0.28 -0.1480
N 0.67 0.90 1.03 0.2728
C 1.94 0.42 1.55 -0.8213
N -0.47 0.41 1.70 -0.7191
H -0.08 2.82 -1.77 0.4011
H 2.25 -0.49 1.03 0.3073
H 1.86 0.20 2.61 0.2302
H 2.68 1.21 1.41 0.3189
H -0.96 -0.22 1.05 0.2514
H -1.09 1.20 1.86 0.2596
C -1.71 -1.55 -1.21 -0.8919
N -0.25 -0.99 -1.03 -0.5532
H -2.39 -0.70 -1.14 0.3086
H -1.96 -2.34 -0.50 0.3167
H -1.81 -1.98 -2.21 0.3388
H 0.38 -1.78 -1.08 0.1737
H 0.02 -0.40 -1.82 0.3023
```

Values from the calculation:
Energy relative to the best compared isomer or geometry (same formula, charge and spin) = 121.3 kcal per mole
Net charge = 0
LUMO energy = 1.0 eV
Orbital gap = 8.76 eV
HOMO energy = -7.8 eV
Spin multiplicity = 1
SMILES = C#CN(C)N.CN

***

Entry 7:
This record from the OMol25 dataset describes a cluster of 2 separate species, C6H10O in total. The level of theory is ωB97M-V/def2-TZVPD.

```
17
Properties=species:S:1:pos:R:3:mulliken_charge:R:1
C -1.98 0.04 0.60 -1.2072
C -0.54 0.34 0.39 0.4025
C 0.16 1.18 -0.41 -0.6041
C 1.46 0.87 0.23 -0.4583
C 0.68 -0.01 1.23 -0.5600
H -2.60 0.45 -0.21 0.2909
H -2.33 0.47 1.54 0.3277
H -2.14 -1.03 0.65 0.2953
H -0.10 1.79 -1.27 0.4387
H 1.70 1.85 0.67 0.2567
H 2.31 0.49 -0.28 0.3449
H 0.66 0.35 2.26 0.3013
H 0.97 -1.07 1.22 0.1956
C 0.43 -1.39 -1.62 -0.1246
O 1.47 -1.76 -1.18 -0.4241
H 0.38 -0.71 -2.46 0.2823
H -0.52 -1.86 -1.36 0.2425
```

Values from the calculation:
Energy relative to the best compared isomer or geometry (same formula, charge and spin) = 51.2 kcal per mole
Net charge = 0
LUMO energy = 1.0 eV
Orbital gap = 10.05 eV
HOMO energy = -9.1 eV
Spin multiplicity = 1
SMILES = CC1=CCC1.C=O

***

Entry 8:
This record from the OMol25 dataset describes a cluster of 3 separate species, C36H63NO10 in total. The level of theory is ωB97M-V/def2-TZVPD.

```
110
Properties=species:S:1:pos:R:3:mulliken_charge:R:1
C -2.74 4.22 5.95 -1.1121
C -2.37 3.97 4.67 -0.7934
C -2.67 2.69 3.92 -1.0589
C -1.80 2.50 2.65 2.4402
C -1.64 3.74 1.74 -1.9249
C -2.81 4.75 1.62 -1.0128
C -4.15 4.17 1.22 0.3982
N -5.10 3.90 2.24 -0.3556
O -4.39 3.97 0.06 -0.5303
C -0.41 2.26 3.32 -0.3196
O 0.31 3.06 3.84 -0.6107
O -0.09 0.93 3.23 -0.5068
C -0.49 0.59 1.86 2.5567
C 0.48 1.27 0.89 0.2621
C 1.97 0.95 1.07 -1.4805
C 2.72 1.67 2.21 -0.3303
C 4.18 1.24 2.18 -0.7074
O 4.27 -0.03 2.80 -0.2967
C 5.34 -0.85 2.35 -0.7117
C -0.26 -0.92 1.81 -2.2827
O -0.23 -1.43 0.47 -0.2487
C -1.32 -2.28 0.15 0.4094
C -1.15 -3.69 0.70 -1.0520
O -1.92 -3.83 1.88 -0.3113
C -1.32 -4.56 2.94 -0.3188
C -1.63 -3.85 4.27 -0.6567
C -1.95 1.12 1.89 2.9599
C -2.81 0.16 2.74 -3.4696
O -4.17 0.56 2.69 -0.3957
C -5.05 -0.49 3.07 -0.1714
C -4.91 -0.87 4.55 -0.9634
C -2.73 1.16 0.56 -2.3111
O -1.98 1.55 -0.59 -0.3177
C -2.11 0.73 -1.67 0.7614
C -3.37 0.46 -2.21 -0.1143
C -3.50 -0.36 -3.32 -0.6740
C -2.39 -0.94 -3.91 -0.7615
C -1.13 -0.66 -3.38 -0.7249
C -1.00 0.18 -2.28 -0.7149
H -3.75 3.99 6.29 0.2941
H -2.02 4.66 6.63 0.2752
H -1.79 4.73 4.16 0.3409
H -2.45 1.90 4.62 0.6429
H -3.73 2.60 3.69 0.6309
H -0.77 4.31 2.06 0.5543
H -1.42 3.43 0.72 0.4344
H -2.54 5.44 0.83 0.5843
H -2.94 5.36 2.52 0.4882
H -5.60 3.04 2.02 0.2102
H -5.74 4.67 2.39 0.2587
H 0.36 2.35 0.86 0.8778
H 0.21 0.92 -0.09 -1.1032
H 2.18 -0.12 1.09 0.2145
H 2.45 1.32 0.15 0.7034
H 2.33 1.38 3.18 0.2267
H 2.64 2.74 2.01 0.2488
H 4.56 1.22 1.15 0.3841
H 4.77 1.97 2.75 0.3782
H 5.79 -0.47 1.43 0.3228
H 6.09 -0.93 3.14 0.2579
H 4.94 -1.85 2.17 0.2286
H -0.97 -1.49 2.40 0.2283
H 0.72 -1.11 2.25 0.8181
H -2.28 -1.88 0.48 -0.1923
H -1.36 -2.33 -0.94 0.3055
H -0.08 -3.86 0.88 0.2927
H -1.48 -4.41 -0.06 0.4519
H -0.23 -4.61 2.82 0.2886
H -1.73 -5.57 2.95 0.4329
H -2.42 -3.13 4.08 -0.2125
H -1.95 -4.56 5.03 0.3948
H -0.75 -3.32 4.62 0.2702
H -2.45 0.05 3.76 0.9003
H -2.77 -0.84 2.29 1.0177
H -4.92 -1.35 2.41 0.2380
H -6.06 -0.08 2.92 0.4443
H -5.84 -1.29 4.93 0.4354
H -4.13 -1.61 4.67 0.0636
H -4.64 0.01 5.14 0.2328
H -3.10 0.14 0.38 0.7179
H -3.61 1.79 0.63 0.3290
H -4.26 0.89 -1.77 0.4720
H -4.48 -0.55 -3.75 0.4077
H -2.46 -1.60 -4.76 0.4323
H -0.22 -1.09 -3.79 0.6180
H 0.00 0.38 -1.93 0.6614
C 3.73 -2.27 -4.37 -1.1037
C 3.08 -0.90 -4.40 0.3322
C 4.00 0.17 -3.83 -1.3453
O 1.84 -0.91 -3.68 -0.3144
H 3.96 -2.56 -3.34 0.3725
H 3.06 -3.02 -4.78 0.3030
H 4.66 -2.27 -4.95 0.2383
H 2.81 -0.64 -5.43 0.2933
H 4.23 -0.06 -2.78 0.2918
H 3.52 1.15 -3.85 0.3565
H 4.93 0.22 -4.39 0.3909
H 2.05 -1.14 -2.76 0.1620
C 6.10 -3.28 -8.90 -1.4138
C 5.44 -2.33 -7.91 0.5281
C 5.63 -0.88 -8.33 -1.2467
O 5.98 -2.53 -6.61 -0.5362
H 7.18 -3.09 -8.95 0.3542
H 5.97 -4.31 -8.59 0.3385
H 5.69 -3.16 -9.90 0.3772
H 4.38 -2.56 -7.84 0.2584
H 6.69 -0.62 -8.36 0.3360
H 5.15 -0.21 -7.61 0.2757
H 5.20 -0.69 -9.32 0.3851
H 6.92 -2.34 -6.63 0.3168
```

Values from the calculation:
Net charge = 0
LUMO energy = 0.6 eV
Orbital gap = 8.85 eV
HOMO energy = -8.2 eV
Spin multiplicity = 1
SMILES = C=CC[C@@]1(CCC(N)=O)C(=O)O[C@@](CCCCOC)(COCCOCC)[C@]1(COCC)COc1ccccc1.CC(C)O.CC(C)O

***

Entry 9:
This record from the OMol25 dataset describes a structure of composition CH4N2O4S2. The level of theory is ωB97M-V/def2-TZVPD.

```
13
Properties=species:S:1:pos:R:3:mulliken_charge:R:1
C 1.40 -1.82 0.90 -0.9117
N -1.02 -0.24 0.88 -0.4602
N -2.26 0.01 -1.56 -0.7669
O -0.64 -2.25 -0.75 -0.7259
O 0.84 -0.40 -1.07 -0.7320
O -3.19 0.88 0.83 -0.7448
O -3.16 -1.41 0.32 -0.6609
S 0.08 -1.18 -0.03 0.9814
S -2.43 -0.17 0.18 1.0221
H 0.91 -2.46 1.77 0.1078
H 1.56 -0.86 1.45 0.0765
H -2.01 -1.01 -1.63 0.4697
H -1.37 0.50 -1.64 0.3446
```

Values from the calculation:
Energy relative to the best compared isomer or geometry (same formula, charge and spin) = 32.1 kcal per mole
Net charge = -2
LUMO energy = 6.4 eV
Orbital gap = 6.39 eV
HOMO energy = 0.0 eV
Spin multiplicity = 1

***

Entry 10:
This record from the OMol25 dataset describes a structure of composition C4H6Mg2O5. The level of theory is ωB97M-V/def2-TZVPD.

```
17
Properties=species:S:1:pos:R:3:mulliken_charge:R:1
C -1.77 -0.68 -2.43 0.6225
O -2.09 0.27 -1.72 -0.3803
O -2.02 -0.89 -3.57 -0.4512
Mg -3.42 1.65 -2.80 0.6366
O 0.35 2.25 1.57 -0.7512
O 0.87 0.23 -1.03 -0.7440
C 0.80 -1.02 -0.57 -0.1619
C 1.21 -0.86 0.91 -0.2001
O 0.25 -0.03 1.53 -0.5535
C 0.70 1.16 2.29 0.0489
Mg -0.35 1.41 -0.01 1.0381
H -0.17 -1.35 -1.77 0.2015
H 0.28 -2.00 -0.48 0.3375
H 2.21 -0.40 0.98 0.3135
H 1.20 -1.86 1.39 0.4076
H 0.17 1.09 3.25 0.2741
H 1.79 1.04 2.45 0.3618
```

Values from the calculation:
Energy relative to the best compared isomer or geometry (same formula, charge and spin) = 30.5 kcal per mole
Net charge = +1
LUMO energy (alpha / beta) = -7.3 / -7.2 eV
Orbital gap (alpha / beta) = 3.45 / 5.07 eV
HOMO energy (alpha / beta) = -10.7 / -12.2 eV
Spin multiplicity = 2

***

Entry 11:
This record from the OMol25 dataset describes a structure of composition C12H34AsBF6N2Na. The level of theory is ωB97M-V/def2-TZVPD.

```
57
Properties=species:S:1:pos:R:3:mulliken_charge:R:1
Na 0.50 0.22 -0.58 0.2776
B 1.98 0.00 -2.75 0.8399
H 2.86 0.50 -2.18 -0.3600
H 1.63 -0.99 -2.27 -0.4243
H 1.09 0.74 -2.74 -0.3473
H 2.25 -0.14 -3.88 -0.2435
As 2.12 3.65 0.27 2.1790
F 0.53 4.33 -0.02 -0.4970
F 2.88 5.22 0.05 -0.5261
F 3.71 2.95 0.50 -0.5072
F 1.33 2.13 0.56 -0.5682
F 2.29 3.38 -1.44 -0.4442
F 1.98 3.97 1.98 -0.5075
C -1.80 -1.23 -2.52 -1.1633
C -2.15 0.20 -2.15 -0.7770
N -1.96 0.57 -0.72 0.7662
C -2.24 2.01 -0.65 -0.6669
C -2.13 2.56 0.78 -1.2600
C -2.69 -0.29 0.18 -0.3639
C -4.21 -0.49 -0.08 -1.6184
H -2.37 -1.56 -3.40 0.4632
H -2.11 -1.94 -1.75 0.2234
H -0.74 -1.36 -2.76 0.1975
H -1.74 0.95 -2.82 0.5525
H -3.23 0.31 -2.34 0.5392
H -1.52 2.56 -1.26 0.5246
H -3.24 2.24 -1.03 0.3562
H -2.89 2.11 1.43 0.4147
H -1.18 2.30 1.23 0.0846
H -2.28 3.64 0.77 0.4104
H -2.64 0.10 1.19 0.4776
H -2.27 -1.30 0.18 -0.1175
H -4.34 -1.02 -1.03 0.2981
H -4.77 0.43 -0.26 0.3052
H -4.66 -1.03 0.75 0.4664
C 0.31 -0.08 2.99 -1.5218
C 1.58 -0.68 2.39 -0.4949
N 1.31 -1.40 1.11 0.8858
C 2.58 -1.98 0.68 -0.6616
C 3.78 -1.03 0.49 -1.3544
C 0.34 -2.48 1.30 -0.5608
C 0.07 -3.30 0.04 -1.5378
H -0.39 -0.87 3.27 0.4422
H -0.25 0.51 2.27 0.2390
H 0.49 0.47 3.92 0.4521
H 2.18 0.17 2.07 0.1965
H 2.17 -1.33 3.04 0.4711
H 2.44 -2.45 -0.29 0.2587
H 2.89 -2.80 1.35 0.4304
H 4.66 -1.63 0.26 0.4286
H 4.03 -0.55 1.44 0.3686
H 3.65 -0.27 -0.27 0.1570
H 0.70 -3.21 2.03 0.3507
H -0.60 -2.05 1.62 0.3563
H 0.88 -4.02 -0.13 0.4722
H -0.82 -3.94 0.11 0.3902
H 0.01 -2.79 -0.92 0.2478
```

Values from the calculation:
Energy relative to the best compared isomer or geometry (same formula, charge and spin) = 0.0 kcal per mole
Net charge = -1
LUMO energy = 1.9 eV
Orbital gap = 8.01 eV
HOMO energy = -6.1 eV
Spin multiplicity = 1

***

| no. | maximum force (eV/Å) |
| --- | --- |
| 1 | 1.12 |
| 2 | 1.75 |
| 3 | 1.27 |
| 4 | 8.75 |
| 5 | 4.97 |
| 6 | 3.46 |
| 7 | 2.91 |
| 8 | 1.72 |
| 9 | 3.11 |
| 10 | 4.35 |
| 11 | 2.26 |